[1]
This record from the OMol25 dataset describes a single C3H2N2O molecule. The level of theory is the ωB97M-V functional and the def2-TZVPD basis.

Geometry (Å):
C 0.58 0.13 1.66
C 0.24 -1.32 1.73
C 0.04 0.34 0.27
N -0.74 -0.51 1.27
N 0.08 -2.44 1.42
O 0.17 -3.61 1.53
H -0.60 1.17 0.16
H 0.53 -0.04 -0.64

## Properties
Relative energy (zero: lowest compared OMol25 entry of this formula, charge and spin), kcal per mole: 186.3
Kohn-Sham gap (spin up / spin down), eV: 8.885 / 7.569
Highest occupied orbital energy (spin up / spin down), eV: -9.45 / -9.02

***

[2]
This record from the OMol25 dataset describes a molecular structure, C15H22N2O3. The level of theory is the ωB97M-V functional and the def2-TZVPD basis.

Geometry (Å):
C 1.16 -0.55 2.44
C 0.69 0.53 1.58
C -0.21 -1.53 2.46
C -0.78 -2.09 1.15
C 0.15 -3.23 0.69
C -2.01 -1.81 0.58
C -0.29 -3.85 -0.41
C -2.51 -2.83 -0.27
C -1.56 -3.74 -0.96
C 0.84 1.93 -0.57
C 1.64 3.08 0.16
C -0.39 2.09 -1.38
C 0.13 2.94 -2.67
C -1.03 0.79 -1.76
C -0.24 -0.17 -2.62
H 2.03 0.70 3.79
H 0.39 0.74 3.82
H 2.21 -1.20 2.24
H 0.25 -2.39 3.09
H -1.09 -1.07 3.02
H 1.04 -3.51 1.34
H -2.79 -1.19 1.07
H 0.55 -4.47 -0.68
H -3.42 -2.82 -0.72
H -1.82 -4.44 -1.75
H 1.67 -0.14 -0.08
H 1.66 1.55 -1.29
H -1.02 2.71 -0.65
H 0.55 3.82 -2.01
H -0.68 3.17 -3.34
H 1.19 2.46 -2.93
H -1.30 0.14 -0.88
H -2.01 1.33 -2.15
H -1.08 -0.70 -3.34
H 0.65 0.32 -3.20
H 0.32 -0.88 -1.46
H 1.38 4.94 0.81
N 1.19 0.05 3.85
N 1.02 0.62 0.22
O -0.19 1.40 1.90
O 2.34 2.99 1.13
O 1.37 4.31 -0.24

## Properties
Relative energy (zero: lowest compared OMol25 entry of this formula, charge and spin), kcal per mole: 221.2
Kohn-Sham gap, eV: 8.954
Highest occupied orbital energy, eV: -8.72